{"formula": "C21H27N3O2", "method": "wB97M-V/def2-TZVPD", "multiplicity": 1, "de_lowest_kcal_mol": 25.1, "e_lumo_ev": 0.3, "smiles": "CCCCN(CC)CCNC(=O)c1cc2c(C)nc3ccccc3c2o1", "elements": ["C", "C", "C", "C", "N", "C", "C", "C", "C", "N", "C", "O", "C", "C", "C", "C", "C", "N", "C", "C", "C", "C", "C", "C", "C", "O", "H", "H", "H", "H", "H", "H", "H", "H", "H", "H", "H", "H", "H", "H", "H", "H", "H", "H", "H", "H", "H", "H", "H", "H", "H", "H", "H"], "xyz": [[-0.43090, -3.03856, 1.80252], [-0.84339, -1.69885, 2.40185], [-1.38870, -0.71923, 1.36237], [-2.79214, -1.08374, 0.87156], [-3.22617, -0.18145, -0.18237], [-4.05387, -0.81021, -1.19819], [-3.19561, -1.53898, -2.22881], [-3.73808, 1.09318, 0.29206], [-3.23118, 2.21650, -0.62719], [-1.80711, 2.06958, -0.78439], [-0.90817, 2.94926, -0.29358], [-1.17981, 4.07317, 0.08701], [0.47265, 2.42222, -0.27757], [1.63576, 3.03425, 0.09261], [2.65109, 2.04420, -0.00572], [4.05133, 1.98882, 0.23376], [4.79453, 3.20265, 0.68175], [4.70987, 0.87984, 0.07046], [4.08738, -0.25492, -0.33465], [4.85765, -1.42218, -0.47813], [4.27522, -2.59586, -0.88130], [2.90520, -2.65708, -1.16358], [2.12217, -1.53926, -1.03864], [2.69466, -0.32844, -0.62094], [1.99996, 0.88441, -0.43556], [0.68641, 1.11274, -0.60581], [-0.01789, -3.68441, 2.57394], [0.32945, -2.89320, 1.03776], [-1.28037, -3.54903, 1.35560], [-1.59641, -1.86020, 3.17704], [0.03021, -1.24894, 2.87918], [-0.71397, -0.69314, 0.50536], [-1.40892, 0.28258, 1.79726], [-2.77112, -2.09348, 0.46073], [-3.49428, -1.08595, 1.72200], [-4.62177, -0.02996, -1.70905], [-4.77891, -1.51162, -0.75318], [-2.61344, -2.33076, -1.76444], [-3.82769, -1.98107, -2.99479], [-2.50961, -0.84039, -2.70108], [-3.35434, 1.27316, 1.29773], [-4.83705, 1.11543, 0.33983], [-3.42914, 3.19960, -0.19692], [-3.70980, 2.15083, -1.60959], [-1.52166, 1.11147, -0.94250], [1.73572, 4.05548, 0.39595], [5.84502, 2.96089, 0.80968], [4.69032, 3.99702, -0.05556], [4.38610, 3.56362, 1.62429], [5.91216, -1.36135, -0.26048], [4.87522, -3.48782, -0.98631], [2.46849, -3.59219, -1.48210], [1.06495, -1.56862, -1.25986]], "atomic_forces_ev_per_a": [[-0.1, 0.2, 0.2], [0.1, 0.1, -0.2], [-0.2, -0.3, 0.3], [0.4, 0.1, 0.0], [-0.2, -0.1, 0.0], [0.2, -0.1, -0.2], [-0.3, 0.1, 0.1], [0.1, 0.2, -0.2], [-0.2, 0.0, 0.2], [0.0, -0.2, -0.1], [-0.3, -0.2, -0.3], [0.2, 0.1, 0.1], [0.8, 0.9, 0.5], [-0.7, -0.2, -0.2], [-0.4, -1.0, -0.4], [-0.1, -0.1, 0.0], [0.0, 0.0, 0.0], [0.6, 0.4, 0.2], [-0.7, -0.2, -0.2], [-0.1, -0.2, -0.1], [0.2, 0.1, 0.1], [-0.3, 0.0, 0.0], [0.0, -0.1, 0.0], [0.1, 0.0, 0.0], [0.9, 0.8, 0.4], [0.0, -0.3, -0.1], [0.0, -0.1, 0.0], [0.1, 0.0, -0.1], [-0.1, -0.1, -0.1], [0.0, 0.0, 0.1], [-0.1, 0.0, 0.1], [0.0, 0.1, -0.1], [0.0, 0.1, -0.1], [-0.1, 0.0, 0.0], [0.0, -0.1, -0.1], [-0.1, 0.0, 0.0], [0.0, 0.1, 0.0], [0.1, -0.1, 0.0], [0.0, -0.1, -0.1], [0.1, 0.1, -0.1], [0.0, 0.0, 0.0], [0.0, 0.0, 0.1], [0.0, -0.1, -0.1], [-0.1, 0.1, 0.1], [0.1, 0.1, 0.1], [-0.1, 0.2, 0.1], [0.0, 0.0, 0.0], [0.0, 0.1, 0.0], [0.0, 0.1, 0.1], [0.1, 0.0, 0.0], [0.1, -0.1, 0.0], [-0.1, -0.1, 0.0], [-0.1, 0.0, 0.0]]}

{"formula": "C21H27N3O2", "method": "wB97M-V/def2-TZVPD", "multiplicity": 1, "de_lowest_kcal_mol": 47.2, "e_lumo_ev": 0.8, "smiles": "COc1ccc(N[C@H](C)C(=O)N2CCN(Cc3ccccc3)CC2)cc1", "elements": ["C", "O", "C", "C", "C", "C", "N", "C", "C", "C", "O", "N", "C", "C", "N", "C", "C", "C", "C", "C", "C", "C", "C", "C", "C", "C", "H", "H", "H", "H", "H", "H", "H", "H", "H", "H", "H", "H", "H", "H", "H", "H", "H", "H", "H", "H", "H", "H", "H", "H", "H", "H", "H"], "xyz": [[-2.15512, -0.26023, 5.82678], [-1.95097, -1.07176, 4.69942], [-0.76060, -0.96381, 4.03050], [0.27690, -0.10718, 4.37575], [1.43486, -0.08281, 3.62006], [1.59336, -0.90142, 2.50368], [2.73809, -0.76653, 1.72970], [3.13307, -1.75943, 0.75244], [4.51361, -1.41631, 0.19181], [2.15654, -1.92895, -0.42270], [1.93246, -3.05828, -0.83077], [1.62516, -0.84581, -1.02021], [1.77074, 0.54590, -0.66023], [0.40239, 1.10866, -0.23095], [-0.62947, 0.93321, -1.22938], [-0.56388, 1.85711, -2.34882], [-1.85322, 1.83621, -3.12756], [-1.85472, 1.79319, -4.51419], [-3.04839, 1.78937, -5.21601], [-4.25283, 1.82152, -4.53597], [-4.25916, 1.85904, -3.15094], [-3.06701, 1.86917, -2.45141], [-0.70992, -0.46213, -1.61843], [0.63968, -1.03888, -2.06956], [0.55118, -1.76849, 2.17053], [-0.60388, -1.79431, 2.92255], [-1.42074, -0.46757, 6.61293], [-3.15052, -0.50765, 6.19298], [-2.12000, 0.80443, 5.57049], [0.20279, 0.54564, 5.23130], [2.23437, 0.58877, 3.90165], [3.51985, -0.37437, 2.23727], [3.18543, -2.76422, 1.20730], [4.79990, -2.16084, -0.54629], [4.50813, -0.43825, -0.28393], [5.25643, -1.41634, 0.98805], [2.13685, 1.09182, -1.53970], [2.47964, 0.65951, 0.15488], [0.08124, 0.58040, 0.67261], [0.49857, 2.17054, 0.00471], [-0.42370, 2.86104, -1.93215], [0.27774, 1.66241, -3.03402], [-0.91680, 1.76398, -5.05183], [-3.03644, 1.75735, -6.29577], [-5.18402, 1.81563, -5.08311], [-5.19742, 1.88217, -2.61613], [-3.06001, 1.89081, -1.37248], [-1.05915, -1.02430, -0.74694], [-1.44532, -0.56422, -2.41816], [0.98617, -0.53851, -2.98049], [0.55605, -2.10858, -2.26225], [0.64107, -2.43217, 1.32660], [-1.40898, -2.46454, 2.66637]], "atomic_forces_ev_per_a": [[0.0, 0.1, 0.2], [0.1, -0.2, -0.3], [-0.1, -0.1, -0.1], [-0.2, 0.0, 0.2], [0.1, -0.1, -0.2], [-0.3, 0.1, 0.3], [0.6, 0.0, 0.0], [0.0, -0.2, 0.1], [-0.2, -0.1, 0.1], [0.3, -0.1, 0.1], [0.0, -0.3, 0.1], [-0.2, 0.1, -0.2], [0.0, 0.6, 0.2], [0.3, 0.0, 0.1], [-0.1, 0.2, 0.0], [0.0, 0.0, 0.1], [0.0, 0.0, -0.1], [0.1, 0.0, 0.1], [-0.1, 0.0, -0.1], [-0.1, 0.0, -0.1], [-0.1, 0.0, 0.1], [0.0, 0.0, 0.0], [0.2, -0.2, -0.1], [-0.4, -0.2, -0.1], [0.2, 0.0, 0.0], [-0.2, 0.2, 0.3], [0.0, 0.0, 0.0], [0.1, 0.1, 0.0], [0.0, 0.0, 0.0], [0.0, 0.0, 0.1], [0.1, 0.1, 0.0], [-0.1, -0.1, -0.1], [-0.1, 0.2, -0.2], [0.0, 0.0, 0.0], [0.0, 0.1, 0.0], [0.1, 0.0, 0.1], [0.0, 0.0, 0.0], [-0.1, 0.0, -0.2], [0.1, 0.1, 0.0], [0.0, 0.0, 0.0], [0.1, -0.1, 0.0], [0.0, 0.1, 0.0], [0.1, 0.0, 0.0], [0.0, 0.0, -0.1], [-0.1, 0.0, 0.0], [-0.1, 0.0, 0.0], [0.0, 0.0, 0.1], [0.0, -0.1, -0.1], [0.0, -0.1, 0.0], [0.0, 0.0, 0.0], [0.0, 0.2, -0.1], [0.0, -0.1, -0.1], [-0.1, -0.1, 0.0]]}

no.,E_HOMO (hartree)
1,-0.3107
2,-0.2771